C2H8IO3 | the ωB97M-V functional and the def2-TZVPD basis

LUMO level: 2.709 eV
HOMO level: -3.44 eV
Kohn-Sham gap: 0.22587 hartree
Molecular weight: 206.99 g mol⁻¹
2S+1: 1
Calculated total energy: -604.47199 Eh
Net charge: -1
Relative energy (zero: lowest compared OMol25 entry of this formula, charge and spin): 113.6 kJ/mol

Last column: Mulliken charge in e.
Atoms and positions in Å:
I -0.959 -3.775 -4.375  -0.997
O -0.870 2.209 -1.164  -0.544
O 1.030 0.676 0.415  -0.513
O 0.983 -5.163 1.306  -0.660
C 0.521 1.991 0.654  -0.223
C -0.872 2.245 0.234  -0.523
H -1.142 1.368 -1.538  0.335
H 0.825 2.308 1.652  0.345
H -1.517 1.449 0.608  0.287
H 0.545 0.328 -0.337  0.291
H 0.770 -4.274 1.590  0.313
H 1.161 2.612 0.027  0.235
H -1.338 3.172 0.570  0.309
H 0.864 -5.147 0.357  0.345